119
Properties=species:S:1:pos:R:3:forces:R:3 method="wB97M-V/def2-TZVPD" s2=3.758 gap_ev="8.963 / 8.771" relative_energy_ev=0.498 total_energy_ev=-847965.0999 spin_multiplicity=4 max_force_ev_per_a=4.36 charge=+1
Co -4.193 -30.246 -7.183 0.9 0.8 -0.7
C -11.766 -24.834 -11.454 -1.3 0.6 0.2
C -11.042 -23.561 -11.022 0.5 1.5 -0.2
N -11.584 -22.193 -11.601 0.7 -2.0 -0.1
C -11.556 -22.267 -13.115 1.0 2.2 0.5
C -13.045 -22.092 -11.217 1.0 3.8 1.9
C -13.371 -22.238 -9.706 1.0 -1.4 -0.8
C -10.681 -21.096 -11.027 0.0 -1.0 1.1
C -9.319 -20.818 -11.649 1.0 1.1 -0.8
O -8.445 -21.894 -11.901 -2.4 -0.8 0.6
C -7.218 -21.474 -12.355 1.7 -0.1 0.0
H -11.565 -25.506 -10.620 0.0 -0.4 -0.3
H -12.936 -24.793 -11.547 2.4 0.0 0.0
H -11.228 -25.172 -12.357 -0.9 -0.3 0.3
H -10.015 -23.643 -11.451 -0.7 0.4 0.7
H -10.987 -23.310 -9.934 -0.1 -0.8 -0.9
H -12.115 -23.103 -13.453 -0.5 -0.7 -0.1
H -10.494 -22.362 -13.412 -0.7 0.1 0.0
H -12.029 -21.314 -13.498 0.7 -1.1 0.3
H -13.514 -22.766 -11.854 -1.2 -1.2 -0.7
H -13.361 -21.033 -11.495 0.4 -1.3 0.0
H -14.367 -21.899 -9.585 -1.1 0.1 0.1
H -12.780 -21.634 -9.008 0.2 -0.1 -0.5
H -13.307 -23.313 -9.434 -0.1 0.8 0.2
H -10.502 -21.316 -9.926 -0.6 0.2 -1.3
H -11.289 -20.217 -11.151 0.1 0.7 0.3
H -8.776 -20.088 -10.997 -0.7 -0.4 0.1
H -9.416 -20.255 -12.585 -0.3 -0.1 -0.1
H -6.716 -20.904 -11.583 0.4 0.0 0.4
H -7.211 -20.824 -13.214 -0.6 0.2 -0.7
H -6.651 -22.372 -12.605 0.1 0.1 0.1
As -5.459 -33.083 -6.748 2.7 1.0 0.0
F -5.620 -32.746 -5.057 0.2 -0.6 -0.7
F -7.048 -33.534 -6.936 -0.9 -0.3 0.1
F -5.226 -33.052 -8.465 -0.1 0.0 0.8
F -3.721 -32.275 -6.705 -1.2 0.0 -0.1
F -4.693 -34.623 -6.541 -0.8 1.2 -0.1
F -5.879 -31.217 -6.855 -0.3 -0.7 -0.3
C -3.121 -26.659 -8.091 -0.8 -0.2 -0.4
C -3.101 -27.923 -8.909 0.2 -0.7 0.1
C -1.685 -28.482 -8.993 0.7 0.3 -1.6
O -4.034 -28.851 -8.399 -0.4 -1.2 0.8
H -2.761 -25.844 -8.699 -0.2 0.6 -0.3
H -2.400 -26.724 -7.300 -0.2 -0.1 1.1
H -4.195 -26.556 -7.825 0.9 0.5 0.4
H -3.463 -27.630 -9.913 0.3 -0.4 0.0
H -1.572 -29.334 -9.701 -0.3 0.5 0.4
H -1.187 -28.759 -8.066 -0.5 -0.1 0.5
H -1.051 -27.653 -9.382 -0.2 -0.5 0.0
C -2.110 -30.064 -4.183 -0.3 -0.8 -0.2
Cl -0.709 -30.304 -5.233 -0.1 0.3 0.5
Cl -1.706 -29.283 -2.661 -0.1 -0.1 -0.5
Cl -3.289 -29.034 -5.107 0.1 0.2 0.0
Cl -2.924 -31.625 -3.908 0.4 0.5 0.2
C -7.668 -28.966 -3.180 0.0 1.9 0.1
Cl -8.898 -30.151 -2.933 0.1 -0.5 0.3
Cl -7.842 -27.616 -1.927 0.0 -0.9 -0.7
Cl -6.004 -29.509 -3.107 -0.2 -0.5 0.2
Cl -7.934 -28.234 -4.796 0.2 0.0 0.2
C -1.367 -30.243 -17.221 1.4 0.8 1.3
Cl -1.326 -30.132 -18.952 -0.6 0.4 -0.2
Cl 0.101 -31.119 -16.744 0.2 -0.4 0.1
Cl -1.177 -28.609 -16.347 -0.5 -0.7 -1.0
Cl -2.743 -31.052 -16.553 -0.6 -0.1 -0.2
C -9.389 -29.270 -8.587 -0.5 -0.5 -0.8
Cl -7.725 -28.884 -8.273 0.3 0.3 0.0
Cl -10.172 -29.917 -7.157 -0.1 0.4 0.1
Cl -10.277 -27.832 -9.250 0.3 -0.4 0.5
Cl -9.466 -30.532 -9.849 0.1 0.2 0.1
C -7.528 -23.809 -7.658 0.9 -1.4 1.2
Cl -8.354 -25.409 -7.552 0.4 0.4 -0.1
Cl -7.844 -23.092 -9.159 -0.4 0.9 -1.5
Cl -8.082 -22.816 -6.355 -0.4 0.5 0.7
Cl -5.753 -24.014 -7.487 -0.5 -0.2 -0.1
C 1.706 -25.350 -7.553 1.0 1.0 -0.1
Cl 1.430 -23.562 -7.417 -0.1 -0.8 -0.1
Cl 0.258 -26.213 -7.104 0.2 0.0 0.0
Cl 2.206 -25.698 -9.241 -0.4 0.0 0.6
Cl 3.085 -25.720 -6.465 -0.6 -0.2 -0.3
C -7.253 -26.299 -12.369 0.4 -2.1 -0.4
Cl -8.020 -27.818 -13.049 0.0 0.5 0.8
Cl -8.317 -25.397 -11.353 -0.3 -0.1 0.4
Cl -5.811 -26.829 -11.427 -1.0 0.2 -0.5
Cl -6.897 -25.383 -13.797 0.7 0.8 -0.3
C -2.372 -25.236 -12.744 -0.8 0.4 1.5
Cl -1.525 -23.760 -13.244 -0.1 -0.8 -0.3
Cl -3.394 -25.996 -13.927 0.3 0.1 -0.9
Cl -1.314 -26.455 -12.037 0.2 0.3 -0.3
Cl -3.538 -24.715 -11.428 0.7 0.3 -0.1
C -3.579 -24.603 -3.866 1.1 0.5 0.0
Cl -4.696 -25.795 -4.513 0.0 0.3 -0.1
Cl -3.507 -23.062 -4.796 -0.6 -0.6 0.1
Cl -3.995 -24.240 -2.188 0.0 -0.1 -0.2
Cl -1.885 -25.232 -3.945 -0.6 -0.2 0.1
C -0.151 -33.344 -8.757 -0.2 -0.7 -0.6
Cl 1.366 -34.267 -8.679 -0.2 0.3 0.2
Cl 0.032 -32.044 -9.966 -0.2 -0.5 0.2
Cl -1.443 -34.550 -9.245 0.6 1.0 0.2
Cl -0.570 -32.617 -7.216 0.1 -0.3 -0.2
C 3.716 -30.008 -7.846 -0.9 0.3 0.6
Cl 4.024 -30.313 -6.102 0.1 -0.2 -0.7
Cl 4.713 -28.666 -8.363 0.0 0.0 -0.2
Cl 3.941 -31.414 -8.858 0.4 -0.2 0.2
Cl 1.966 -29.574 -7.973 0.3 0.2 0.0
C -4.390 -31.275 -12.255 1.0 0.5 0.2
Cl -3.707 -29.725 -12.834 -0.1 0.1 0.0
Cl -2.989 -32.299 -11.817 -0.5 0.0 0.0
Cl -5.336 -30.924 -10.795 -0.1 -0.3 -0.6
Cl -5.276 -32.006 -13.582 -0.3 -0.1 0.4
C -3.072 -20.248 -8.797 0.5 -0.1 -0.2
Cl -1.401 -19.648 -9.038 -0.5 -0.2 0.4
Cl -3.722 -19.883 -7.217 0.2 0.3 0.5
Cl -4.080 -19.549 -10.017 -0.7 0.9 -0.8
Cl -3.166 -21.970 -9.046 0.5 -0.9 0.1
C 1.631 -29.293 -12.863 -0.1 -0.7 0.0
Cl 1.625 -28.161 -11.508 0.9 0.6 -0.3
Cl 1.974 -28.613 -14.507 -0.3 -0.2 1.4
Cl 2.837 -30.601 -12.527 -0.6 0.7 -0.2
Cl -0.026 -29.935 -12.755 0.1 -0.5 -0.8